Record 1
41
Properties=species:S:1:pos:R:3:lowdin_charge:R:1 method="wB97M-V/def2-TZVPD" molar_mass_g_mol=733.16 de_lowest_kj_mol=0.0 total_charge=+1
Sb 1.7311 -2.4255 2.1937 1.457
Ru 1.3960 0.2487 0.3899 1.156
Cl 2.3916 1.3371 -1.4951 0.639
Cl 4.7854 -0.3770 -1.4657 0.604
S -1.4559 -2.5404 -1.7392 1.101
S 1.4491 -2.2777 -2.0013 1.062
S 4.3545 2.3234 3.3987 0.725
F 2.8841 -1.4537 3.2722 -0.301
F 2.8687 -3.8724 1.9830 -0.305
F 0.5234 -3.1158 0.9154 -0.347
F 2.5823 -1.5159 0.6309 -0.481
F 0.6236 -0.7553 2.0241 -0.401
F 0.6797 -3.0197 3.5940 -0.298
O -1.2626 3.7784 1.3744 0.124
O -0.0382 1.6435 0.4272 -0.140
N 2.6534 1.1437 1.5663 -0.135
N -0.0459 -0.5428 -0.6756 -0.270
N -1.2464 -0.0223 -0.5637 0.090
C 4.1893 1.2453 -1.2547 -0.891
C 0.6799 -3.5612 -3.0366 -0.431
C 3.3735 1.6531 2.3585 -0.918
C -3.6283 1.3991 -0.1601 -0.016
C -4.7934 2.0821 0.0434 -0.062
C -2.3903 1.9306 0.2735 -0.075
C -4.7556 3.3272 0.6920 -0.031
C -3.5720 3.8714 1.1260 0.014
C -0.0243 -1.7024 -1.4185 -0.883
C -0.5762 -4.0188 -2.3278 -0.442
C -1.1843 1.1852 0.0690 -0.334
C -2.3704 3.1874 0.9256 -0.231
H -5.7353 1.6702 -0.2885 0.112
H 4.5967 1.9069 -2.0104 0.045
H -3.6329 0.4386 -0.6541 0.110
H -3.5348 4.8279 1.6280 0.131
H -0.3537 -4.6276 -1.4510 0.096
H 4.3694 1.5903 -0.2437 0.016
H 0.4718 -3.1213 -4.0121 0.097
H -0.4869 3.2220 1.1990 0.093
H -5.6768 3.8709 0.8556 0.120
H -1.2410 -4.5643 -2.9950 0.099
H 1.4014 -4.3687 -3.1474 0.101

Record 2
31
Properties=species:S:1:pos:R:3:lowdin_charge:R:1 method="wB97M-V/def2-TZVPD" molar_mass_g_mol=560.23 de_lowest_kj_mol=51.2
W 0.7344 -1.5933 -0.7723 0.998
Se -3.5464 -1.4461 -3.1605 0.680
S 3.8794 -2.1979 -3.9520 0.648
S 2.1825 -0.4680 -2.0660 0.523
S 1.7752 -3.2040 -1.9644 0.517
O 1.7567 -2.0036 0.8616 -0.237
O 2.5832 -0.5607 2.4112 0.153
N -1.0143 -1.6227 -1.7249 -0.151
C 0.6600 0.0161 1.0981 -0.181
C -1.5023 1.5386 0.2375 -0.239
C -0.6135 -0.5911 1.0154 -0.321
C 2.7883 -1.9775 -2.8085 -1.654
C 2.1971 2.0490 0.9708 -0.023
C -2.6446 2.3778 -0.2514 -0.033
C -0.9219 -1.9824 1.5309 -0.035
C -0.2343 2.1288 0.4151 0.010
C 0.8481 1.4056 0.8404 -0.207
C 1.7829 -0.8621 1.5777 -0.574
C -2.0379 -1.5620 -2.3194 -0.895
C -1.6778 0.2108 0.5382 -0.026
H -0.4083 -2.1712 2.4728 0.105
H -1.9970 -2.0800 1.6654 0.096
H -2.6550 -0.2429 0.4212 0.123
H -2.9690 3.0653 0.5329 0.091
H 2.3126 2.8200 0.2095 0.088
H -3.4961 1.7646 -0.5412 0.079
H -2.3509 2.9819 -1.1099 0.087
H 2.3018 2.5174 1.9508 0.100
H 3.0104 1.3356 0.8746 0.078
H -0.6297 -2.8247 0.8721 0.069
H -0.1135 3.1786 0.1743 0.130

Record 3
31
Properties=species:S:1:pos:R:3:lowdin_charge:R:1 method="wB97M-V/def2-TZVPD" molar_mass_g_mol=316.17 de_lowest_kj_mol=0.0 spin_multiplicity=4 total_charge=-2
V 0.6984 2.3650 -0.1187 0.868
O 1.3961 3.7367 -0.6298 -0.577
O 1.7251 1.3501 1.3148 -0.122
O 2.6352 -0.3266 -0.7525 -0.033
O 3.5005 0.8002 2.5382 0.002
O -3.3022 3.1171 0.6436 -0.042
O 0.0565 0.5623 -1.1356 -0.155
N -1.4055 2.0430 -0.2256 0.045
C -4.6887 0.4375 -0.2347 -0.062
C -2.7480 2.1454 0.1087 -0.481
C -2.6837 -1.2292 -1.3452 -0.058
C 2.7780 -1.7730 1.1631 -0.030
C -3.9893 -1.6588 -1.2566 -0.153
C 3.1995 -0.4400 0.5342 -0.553
C 2.7812 0.6709 1.5456 -0.596
C 4.7080 -0.4010 0.3303 -0.040
C -2.3614 0.0556 -0.8779 -0.129
C -3.3777 0.8866 -0.3138 -0.126
C -1.1670 0.8241 -0.7972 -0.464
C -5.0015 -0.8288 -0.7038 -0.150
H -5.4504 1.0793 0.1963 0.099
H 4.9865 0.5371 -0.1517 0.087
H 3.2227 -1.8847 2.1531 0.079
H -4.2525 -2.6503 -1.6119 0.070
H 5.0066 -1.2276 -0.3208 0.074
H 5.2203 -0.4743 1.2875 0.073
H 3.0955 -2.5959 0.5172 0.074
H -1.9157 -1.8694 -1.7655 0.097
H 1.6908 -1.8081 1.2583 0.089
H -6.0211 -1.1949 -0.6457 0.065
H 1.6637 -0.2482 -0.7041 0.047

Record 4
26
Properties=species:S:1:pos:R:3:lowdin_charge:R:1 method="wB97M-V/def2-TZVPD" molar_mass_g_mol=217.29 de_lowest_kj_mol=86.8 smiles="C=CCCN1C(=O)c2ccccc2C1=S"
S 1.5558 0.2096 1.9936 0.741
O 0.0320 -0.7221 -2.7206 0.142
N 0.9120 -0.0679 -0.6275 -0.049
C 0.2940 3.1020 0.8038 -0.028
C 1.3080 2.8930 -0.0083 -0.267
C 0.6562 -0.3162 0.6852 -0.677
C -1.0285 -1.8044 1.9099 -0.043
C 1.2403 2.2572 -1.2881 -0.161
C -0.7944 -1.5540 -0.5964 -0.061
C 0.1379 -0.8054 -1.5287 -0.337
C 1.9272 0.8218 -1.1298 -0.111
C -2.1177 -2.5880 1.7140 -0.082
C -2.4355 -2.9353 0.3867 -0.050
C -0.4709 -1.1995 0.7693 -0.173
C -1.8346 -2.4012 -0.7890 0.000
H -2.1343 -2.8554 -1.7491 0.130
H 2.8251 0.6097 -0.5549 0.111
H 2.3366 3.0328 0.3799 0.121
H 0.3003 2.0722 -1.6166 0.084
H -0.7885 3.1025 0.5923 0.077
H -0.7159 -1.3133 2.8590 0.112
H -2.4587 -3.1241 2.6395 0.129
H 0.5953 3.7131 1.6576 0.058
H 2.1295 0.6238 -2.2122 0.131
H -3.2338 -3.6371 0.4062 0.089
H 1.7626 2.8863 -1.9755 0.113

Record 5
31
Properties=species:S:1:pos:R:3:lowdin_charge:R:1 method="wB97M-V/def2-TZVPD" molar_mass_g_mol=350.91 smiles=Fc1ccccc1.Fc1ccccc1.OP(Br)BF total_energy_ev=-102847.33526
Br 0.6979 0.4055 2.2772 0.264
P -0.3098 -1.5437 1.7298 0.504
F -0.2736 2.3872 0.1481 -0.004
F -3.0881 -2.0488 1.4996 0.045
F 1.8546 -3.6869 0.5754 0.018
O 0.4200 -2.7561 2.7004 -0.398
C 0.9020 -5.0427 -1.1041 -0.015
C -1.1778 4.4565 -0.5183 -0.019
C -0.8786 6.3773 0.9025 -0.100
C -1.3868 5.8059 -0.2590 -0.086
C 1.7281 -2.8356 -1.6213 -0.018
C 0.5272 -5.2123 -2.4315 -0.082
C -0.1650 5.6000 1.8096 -0.082
C -0.4713 3.6923 0.3947 -0.294
C 1.3627 -3.0108 -2.9502 -0.078
C 1.4952 -3.8550 -0.7154 -0.287
C 0.0357 4.2481 1.5574 -0.024
C 0.7598 -4.1982 -3.3539 -0.094
B -2.1461 -1.5701 2.4005 -0.357
H -2.3636 -1.2100 3.5025 0.034
H 0.7367 -5.8247 -0.3731 0.118
H 1.2055 -3.0844 2.2357 0.005
H 0.4711 -4.3319 -4.3902 0.101
H -1.0382 7.4308 1.1026 0.100
H -1.5587 3.9965 -1.4218 0.116
H 1.5468 -2.2227 -3.6705 0.106
H 0.0539 -6.1349 -2.7458 0.105
H -1.9458 6.4112 -0.9628 0.104
H 0.5816 3.6254 2.2555 0.093
H 2.1909 -1.9154 -1.2861 0.119
H 0.2336 6.0473 2.7123 0.105

Record 6
55
Properties=species:S:1:pos:R:3:lowdin_charge:R:1 method="wB97M-V/def2-TZVPD" molar_mass_g_mol=918.61 de_lowest_kj_mol=13.7 total_charge=-1
Os -0.3557 0.2546 -0.8505 1.285
S -1.5423 -2.4147 -2.4967 0.658
S 1.6749 0.1758 0.5862 0.798
S -0.8774 2.0018 0.6890 0.784
S -1.3942 -2.5771 0.3319 0.637
S -2.6209 1.3084 -2.0084 0.337
F 0.7247 -4.0940 0.6704 0.166
F -0.3940 -3.6625 2.4707 0.140
F 4.1852 -0.4976 -3.1152 0.137
F 2.7753 -1.2248 -4.5892 0.157
F -1.1661 -5.0811 1.0311 0.144
F 2.8404 0.8761 -4.0929 0.148
F -0.6475 -3.2080 -4.7963 0.147
F -1.2981 -4.8182 -3.5040 0.138
F 0.5907 -3.8357 -3.1384 0.157
O 1.2176 0.3939 -2.1485 -0.252
O -1.1307 1.6965 -2.1641 -0.476
O -0.7432 -1.2013 -2.6563 -0.353
O -2.6732 -2.4946 0.9613 -0.244
O -3.4003 2.3017 -1.3271 -0.311
O -2.3379 0.1097 -1.0229 -0.538
O -3.1517 0.7952 -3.2291 -0.264
O -2.8863 -2.4117 -2.9566 -0.221
O 1.8947 -1.7558 -1.9742 0.076
O -0.4978 -1.4233 0.5756 -0.504
N -1.3129 -3.0914 -1.1077 -0.273
N 2.5660 2.7758 0.2637 -0.095
N -2.2006 0.4790 2.5204 -0.100
N 1.8305 2.3100 2.2525 -0.026
N -0.1603 0.9153 3.1537 0.005
C -0.7183 0.0624 4.0697 -0.051
C 1.9119 -0.6460 -2.4472 -0.596
C 2.9318 2.6602 -1.1374 -0.001
C 2.0425 1.8035 1.0331 -0.691
C -0.6542 -3.6503 -3.5396 -0.678
C 2.6774 3.9219 1.0114 -0.038
C 2.2245 3.6209 2.2530 -0.055
C -1.0650 1.1347 2.1924 -0.596
C 2.9279 -0.3574 -3.5827 -0.537
C -3.4953 0.5902 1.8576 -0.005
C -0.4889 -3.9431 1.1703 -0.682
C -1.9881 -0.2103 3.6823 -0.036
B 1.2308 1.5813 3.4886 -0.429
H 1.0403 2.4311 4.3276 0.073
H 3.3882 1.6890 -1.3034 0.081
H -4.1299 1.2685 2.4284 0.100
H 2.1322 4.2295 3.1333 0.116
H -3.3563 0.9801 0.8558 0.040
H -2.7489 -0.8339 4.1155 0.128
H -0.1576 -0.2762 4.9219 0.122
H 2.0542 2.7468 -1.7748 0.099
H 3.0620 4.8352 0.5955 0.119
H -3.9415 -0.3990 1.8024 0.089
H 3.6470 3.4476 -1.3647 0.095
H 1.9646 0.7116 3.8826 0.072

Record 7
43
Properties=species:S:1:pos:R:3:lowdin_charge:R:1 method="wB97M-V/def2-TZVPD" molar_mass_g_mol=820.48 total_energy_ev=-312782.13107 total_charge=-1
Br -2.0776 1.4782 -2.1131 0.731
Br -0.7322 -1.6340 1.2187 0.654
Cl 5.2651 2.3899 2.1866 0.495
Cl -3.1214 6.6563 -2.2998 0.497
Cl -0.1817 -6.4025 -2.0231 0.498
Cl -1.7890 -2.3643 5.2773 0.515
Cl 2.7597 2.3144 3.6726 0.494
Cl 1.5944 -4.7195 -0.4551 0.540
Cl -1.2545 -4.7469 0.1179 0.467
Cl -0.2769 -4.6268 6.3035 0.505
Cl -0.8862 5.1721 -3.4208 0.539
Cl -3.5843 4.1287 -3.6625 0.488
Cl 0.3299 -3.5414 3.6753 0.487
Cl 3.1862 0.4798 1.4382 0.705
F 2.3524 1.3827 -1.4720 0.002
O 0.6791 -1.5813 -2.5532 -0.135
O 0.6485 0.4179 -3.5910 -0.047
N 0.2886 0.8273 -0.2815 -0.105
N 0.2466 3.2985 -0.7239 -0.014
C 2.1572 -0.7723 -0.4212 -0.185
C 0.8796 -0.2564 -2.5687 -0.596
C -3.0828 -1.1383 -0.5960 -0.171
C -1.0462 0.5116 -0.7513 -0.640
C 2.7384 -1.6916 0.1468 -0.080
C 0.4355 2.1924 0.2518 -0.262
C 3.9544 1.3530 2.7795 -1.481
C 1.3704 0.3966 -1.1859 -0.328
C -0.0223 -4.8704 -1.1476 -1.514
C -2.5912 5.5895 -3.6102 -1.541
C -1.6657 -0.6010 -0.1941 -0.605
C -0.9448 -3.8592 4.8549 -1.538
H 3.0996 -2.4649 0.8762 0.054
H -3.8004 -0.3512 -0.9634 0.038
H -0.2945 2.3816 1.1114 0.138
H -2.7120 6.1189 -4.5513 0.009
H 4.3813 0.6228 3.4621 0.011
H -3.0049 -2.0374 -1.2951 0.089
H -0.4930 3.9517 -0.4501 0.046
H 1.1105 3.8643 -0.6862 0.070
H -0.1705 -4.0533 -1.8535 0.010
H -1.6621 -4.5416 4.4069 0.016
H -3.5480 -1.5609 0.3606 0.064
H 1.4647 2.2870 0.7302 0.076

Record 8
36
Properties=species:S:1:pos:R:3:lowdin_charge:R:1 method="wB97M-V/def2-TZVPD" molar_mass_g_mol=352.22 total_energy_ev=-37972.68916 total_charge=+1
F 3.8432 0.5119 4.0004 0.087
F -0.6261 0.9966 -3.0578 0.063
O -1.3677 -2.1433 -6.1081 0.160
O 2.5767 0.9814 5.7867 0.151
O 1.8438 -0.0601 0.0980 -0.080
O 1.0080 2.2530 4.7706 0.073
O 1.7427 -0.6788 -1.0705 -0.041
O 1.2835 -1.3236 2.0798 0.069
O 0.4888 -0.8756 -5.6873 0.088
O -1.3096 -0.7172 -4.3269 0.129
O 1.0128 2.0623 7.0497 0.158
N -3.6820 -0.4635 -0.6357 0.037
C 0.7447 0.1650 -4.7655 -0.067
C 1.9142 1.8216 3.7752 -0.080
C -0.2097 -0.1390 -3.6617 -0.345
C 0.8282 -0.7139 0.9818 -0.206
C -2.8792 0.8212 -0.5709 0.069
C -0.7254 -0.6521 0.4652 0.015
C -3.2008 -1.8329 -0.1832 0.067
C -1.6726 -1.9935 0.3980 0.084
C -0.7817 -1.3140 -5.4323 -0.497
C 1.4941 1.7900 5.9625 -0.497
C -1.3328 0.8150 -0.0117 0.093
C 2.5642 0.6443 4.4180 -0.339
H -1.2602 -3.0361 0.7573 0.137
H 1.7845 -1.6710 -0.8939 0.158
H 0.5462 1.1301 -5.2434 0.155
H -3.9104 -2.7872 -0.2778 0.161
H 0.1776 -0.8389 -2.9135 0.152
H 2.6215 2.6279 3.5543 0.154
H -3.3623 1.8171 -0.9581 0.153
H 1.7858 0.1462 -4.4321 0.150
H 1.3877 1.5549 2.8548 0.121
H -4.6552 -0.4058 -1.0291 0.163
H -0.6982 1.8070 0.0312 0.143
H 2.0259 -0.2988 4.2760 0.159

Record 9
33
Properties=species:S:1:pos:R:3:lowdin_charge:R:1 method="wB97M-V/def2-TZVPD" molar_mass_g_mol=299.26 total_energy_ev=-30279.85514
F 0.2465 -3.0578 -3.1127 0.155
F -1.5425 -1.6732 -3.6068 -0.009
F -1.6878 -3.5315 -2.2585 0.260
O 0.1478 -0.4096 -2.0758 0.013
N 2.3495 3.5455 -1.0747 0.059
N 1.1870 1.5551 -1.7042 0.223
N 0.3960 1.5601 2.2537 0.176
N 0.2963 0.4571 0.0662 0.181
N 1.2997 2.5191 0.5538 0.200
C 0.5543 1.6539 0.8877 -0.317
C -0.5156 -1.4263 -1.4380 -0.092
C 0.8066 0.5452 -1.2074 -0.406
C 1.5528 2.4409 -0.6262 -0.292
C -1.9366 -1.0954 4.6514 -0.093
C -1.6138 -1.6400 3.3070 -0.108
C -0.9169 -2.6370 -2.6362 -0.490
C -0.7354 0.8394 4.4624 -0.071
C -1.2385 -0.0667 5.2045 -0.197
C 2.8709 3.6308 -2.5153 -0.045
C -0.3485 0.5517 2.9909 -0.021
C -1.0185 -0.7505 2.5471 -0.080
H -2.4293 -2.3945 2.9554 0.141
H 0.7546 2.2210 2.6387 0.009
H -1.3393 0.4595 6.2354 0.152
H -0.0702 -1.9378 -0.7267 0.073
H -1.3429 -1.1615 -1.0976 0.042
H 2.6834 4.2089 -0.4940 0.068
H -0.7523 -1.0143 1.4705 0.085
H -2.4495 -1.7889 5.4551 0.128
H -0.2987 1.6785 4.7934 0.060
H 2.3944 4.5443 -2.9736 0.083
H 2.3405 2.7410 -3.1343 0.125
H 3.8074 3.7758 -2.6916 -0.013

Record 10
31
Properties=species:S:1:pos:R:3:lowdin_charge:R:1 method="wB97M-V/def2-TZVPD" molar_mass_g_mol=340.20 spin_multiplicity=5 total_energy_ev=-76879.92332
Fe -2.0853 0.5152 -1.3847 0.127
S 1.7398 -2.2078 0.5933 0.833
S 3.1461 -2.5149 3.1603 0.746
O 2.8077 -0.2350 1.9231 -0.181
O -3.3064 2.2672 0.6950 0.144
O -0.1836 2.7042 -1.7427 0.146
O -3.8584 2.1569 -3.1276 0.157
C -2.4833 -1.1969 -2.5571 -0.177
C -1.2094 -0.6249 -2.7599 -0.228
C -0.8455 1.7573 -1.5898 -0.123
C -2.0147 -1.1941 -0.1926 -0.190
C 2.5840 -1.5817 1.8903 -1.323
C -2.8527 -1.5592 -1.2581 -0.143
C 3.5541 1.7776 2.9212 -0.074
C -2.8661 1.4386 0.0130 -0.072
C -0.7350 -0.6969 -0.4607 -0.281
C -0.1579 -1.0360 -1.7923 -0.247
C -3.2168 1.4082 -2.5153 -0.078
C 3.4495 0.2799 3.1103 -0.313
H -3.8373 -1.9836 -1.0599 0.114
H 4.1978 2.0257 2.0720 0.082
H 2.5710 2.2241 2.7457 0.082
H -2.3575 -1.2616 0.8463 0.133
H -0.0820 -0.3964 0.3636 0.079
H 0.8181 -0.5625 -1.9686 0.120
H -3.1851 -1.3005 -3.3897 0.130
H -0.9262 -0.2318 -3.7352 0.125
H 2.8489 0.0581 4.0095 0.111
H 3.9824 2.2464 3.8112 0.081
H 4.4567 -0.1511 3.2473 0.107
H 0.0469 -2.1246 -1.8681 0.116

Record 11
28
Properties=species:S:1:pos:R:3:lowdin_charge:R:1 method="wB97M-V/def2-TZVPD" molar_mass_g_mol=248.38 de_lowest_kj_mol=41.3 smiles=Nc1ccccc1SSc1ccccc1N
S -1.2699 -0.2274 -1.4831 0.613
S -1.0819 1.6170 -0.5126 0.622
N 1.0083 -1.6783 -0.2061 0.098
N -3.4251 1.5345 1.2942 0.106
C -0.9707 0.4692 3.8958 -0.083
C 0.6016 -0.1454 -3.5066 -0.097
C 2.5298 -1.5891 -1.9939 -0.040
C 1.8606 -0.5081 -4.0424 -0.104
C -2.2737 1.1531 1.8760 -0.372
C 2.8182 -1.1957 -3.2827 -0.096
C -1.0500 1.2635 1.2113 -0.563
C 0.2115 0.5705 3.1928 -0.104
C -2.1606 0.7955 3.2281 -0.033
C 1.2604 -1.2492 -1.4577 -0.355
C 0.1696 0.9195 1.8301 -0.114
C 0.2909 -0.5695 -2.2116 -0.581
H 3.2914 -1.8814 -1.3237 0.094
H -0.1390 0.3237 -4.1815 0.114
H 0.1809 -1.4095 0.3210 0.064
H 1.6923 -2.2017 0.3255 0.108
H -1.0322 0.1740 4.9198 0.096
H 3.8387 -1.3892 -3.6300 0.108
H 1.1822 0.2706 3.6329 0.107
H -3.0409 0.8587 3.8189 0.093
H 2.1348 -0.2965 -5.0744 0.093
H 1.0336 0.9385 1.2322 0.080
H -4.2316 1.7947 1.8239 0.102
H -3.4292 1.6580 0.3037 0.046

Record 12
26
Properties=species:S:1:pos:R:3:lowdin_charge:R:1 method="wB97M-V/def2-TZVPD" molar_mass_g_mol=188.23 de_lowest_kj_mol=25.2 smiles=Oc1ccccc1.Oc1ccccc1
O -1.2233 0.4438 2.5731 -0.009
O 1.5960 0.2194 1.9845 -0.014
C -2.1604 1.5789 0.6927 -0.016
C -2.1891 -0.9119 0.8277 -0.020
C 1.9863 -0.0225 0.6801 -0.312
C 3.2543 0.5889 -1.2528 -0.106
C 2.7811 0.9699 0.0432 -0.003
C 1.6222 -1.2655 0.0769 -0.011
C -2.8193 1.5069 -0.5821 -0.047
C -2.7674 -0.9198 -0.4333 -0.120
C 2.8821 -0.5523 -1.9723 -0.106
C 2.0525 -1.4475 -1.2758 -0.098
C -1.8395 0.3909 1.3368 -0.315
C -3.1555 0.2170 -1.1100 -0.103
H -2.9549 -1.8939 -0.9041 0.109
H -1.8117 -1.8171 1.3213 0.115
H -3.0313 2.4142 -1.1630 0.101
H 1.9427 -2.4657 -1.6717 0.097
H -1.7386 2.4846 1.1481 0.121
H 3.3803 -0.7903 -2.9213 0.102
H 4.0294 1.2738 -1.6212 0.097
H -3.3855 0.1679 -2.1825 0.103
H -1.3633 -0.3786 3.1024 0.137
H 0.6379 0.4126 2.1288 0.073
H 3.2002 1.8449 0.5573 0.115
H 1.0745 -2.0489 0.6172 0.109